Here is a 3-piece molecular cluster, C42H58F16IN4O5S overall at a distorted geometry from the Open Molecules 2025 dataset. Energies are from ωB97M-V with the def2-TZVPD basis set.

Geometry (Å):
C1 4.02635 -3.88548 5.43965
C2 3.45910 -3.04071 4.34313
C3 3.05638 -1.74796 4.54624
C4 2.57706 -0.96686 3.56143
C5 2.46828 -1.43783 2.28052
C6 1.95019 -0.41731 1.27258
C7 1.58095 -0.90463 -0.13634
N1 2.58146 -1.71543 -0.79544
C8 3.78178 -1.50856 -0.64982
S1 5.27433 -1.24144 -0.46056
N2 0.48148 -1.92397 0.17928
C9 -0.47928 -2.30282 -0.87852
F1 -1.70331 -1.95021 -0.38857
C10 -0.57003 -3.83544 -0.91503
C11 -1.13211 -4.41379 0.42456
C12 -2.62949 -4.69697 0.33629
C13 -2.98537 -5.83117 -0.64424
N3 -3.78053 -5.38236 -1.79888
C14 -0.27172 -1.69402 -2.30929
I1 0.61453 -3.12878 -3.76163
O1 -1.60650 -1.41461 -2.71506
N4 -2.16664 -2.27173 -3.72784
O2 -2.96639 -1.70206 -4.32730
C15 0.64689 -0.43969 -2.42501
C16 0.30552 0.47802 -3.60453
F2 -0.45119 -0.18751 -4.52276
F3 -0.41418 1.57719 -3.32254
C17 1.48197 0.93115 -4.50999
F4 2.12640 2.02373 -4.05854
F5 2.31116 -0.08706 -4.77402
C18 1.03109 0.24405 -1.06124
C19 2.25961 1.17912 -1.30343
C20 2.22093 2.71855 -1.27323
C21 1.05827 3.55845 -1.79996
C22 1.05661 4.93096 -1.13149
F6 2.24374 5.51203 -1.45982
F7 1.01029 4.88222 0.20665
C23 -0.04948 5.85623 -1.68007
F8 0.02504 5.92116 -3.00554
F9 0.15650 7.08737 -1.22110
F10 -1.24285 5.43670 -1.29918
C24 -0.23619 0.89056 -0.45968
O3 -1.32816 0.68527 -0.95951
C25 -0.31980 1.85410 0.75492
F11 0.86493 2.21371 1.30759
F12 -0.92991 2.98310 0.42454
C26 -1.21535 1.24726 1.91341
F13 -1.28738 -0.11360 1.86573
F14 -2.45809 1.68376 1.73979
C27 -0.81302 1.74009 3.32437
F15 -0.74296 3.04567 3.37664
F16 0.31411 1.11722 3.74117
C28 -1.97039 1.32069 4.32398
O4 -2.77314 2.15319 4.68964
O5 -2.02352 0.03986 4.74417
C29 2.87277 -2.72847 2.09186
C30 3.35109 -3.53061 3.08161
H1 4.95981 -3.41087 5.75368
H2 3.39655 -3.92577 6.32357
H3 4.31268 -4.86711 5.08066
H4 3.12778 -1.33467 5.54299
H5 2.31890 0.04839 3.82993
H6 2.63708 0.42431 1.26730
H7 1.05130 -0.02134 1.73614
H8 -0.03275 -1.67039 1.02824
H9 0.98245 -2.77801 0.44788
H10 0.40910 -4.28897 -1.05636
H11 -1.28945 -4.14596 -1.66484
H12 -0.98962 -3.71259 1.25105
H13 -0.64223 -5.36230 0.62464
H14 -3.03461 -4.95912 1.31104
H15 -3.19330 -3.81772 0.02618
H16 -3.58186 -6.56627 -0.10516
H17 -2.09964 -6.35127 -1.01952
H18 -3.39808 -5.70342 -2.67532
H19 -3.88639 -4.37863 -1.83497
H20 1.60058 -0.86027 -2.73845
H21 1.04617 1.22803 -5.46273
H22 2.72860 0.82816 -2.21947
H23 3.04606 0.94666 -0.58869
H24 2.46509 3.06258 -0.27078
H25 3.09689 3.03460 -1.83570
H26 0.04329 3.17095 -1.73252
H27 1.20847 3.80847 -2.84527
H28 -1.58843 -0.56167 4.12792
H29 2.81545 -3.15573 1.09666
H30 3.67605 -4.53798 2.87252
C31 -5.22518 0.16182 -5.16663
C32 -5.63332 1.23699 -6.16953
C33 -6.97505 0.95856 -6.84498
C34 -7.02274 -0.31907 -7.68503
C35 -5.98351 -0.39592 -8.80276
C36 -6.13905 0.70063 -9.85234
H31 -5.09727 -0.80967 -5.64518
H32 -4.27907 0.42475 -4.69415
H33 -5.97742 0.05993 -4.38077
H34 -4.84777 1.35360 -6.92146
H35 -5.70246 2.19503 -5.64754
H36 -7.24196 1.81595 -7.46858
H37 -7.75293 0.89492 -6.07748
H38 -8.02142 -0.40769 -8.12327
H39 -6.90475 -1.19003 -7.03361
H40 -6.07900 -1.36719 -9.29538
H41 -4.97270 -0.36356 -8.38552
H42 -7.12807 0.65928 -10.31259
H43 -5.39673 0.58220 -10.64285
H44 -6.00515 1.69411 -9.42176
C37 1.95655 2.60186 5.96853
C38 3.01408 3.28814 6.82459
C39 4.43559 3.07400 6.30675
C40 4.90391 1.61715 6.28590
C41 4.85409 0.90147 7.63544
C42 5.76311 1.52844 8.68784
H45 2.09502 1.51788 5.95905
H46 0.95637 2.80302 6.35703
H47 1.99490 2.96227 4.93734
H48 2.92938 2.94295 7.85805
H49 2.81052 4.36126 6.84322
H50 5.12495 3.67102 6.90870
H51 4.50732 3.47221 5.28904
H52 5.93080 1.58945 5.90798
H53 4.30453 1.05054 5.56390
H54 5.15878 -0.13877 7.48575
H55 3.82724 0.86774 8.01076
H56 6.80142 1.53326 8.35048
H57 5.71623 0.96346 9.61925
H58 5.47291 2.55563 8.91166

The calculation puts the LUMO energy at -3.730 eV. The value obtained for the total energy is -4523.76352 hartree. For the maximum force, the calculation gives 2.68 eV/Å. Its total charge is +1.